No. 1
49
Properties=species:S:1:pos:R:3:forces:R:3:nbo_charge:R:1 method="wB97M-V/def2-TZVPD" total_charge=-2 relative_energy_kcal_mol=10.5 multiplicity=1
Pt 0.43549 -0.36413 0.09849 0.28 -0.19 -0.58 0.573
S -1.85464 -0.39109 -0.15884 0.05 0.04 0.22 -0.146
S -1.11604 -0.27673 2.66859 -0.45 0.12 0.39 -0.334
S -3.99416 0.23380 1.79098 0.23 -0.04 -0.02 -0.388
S 3.78380 -0.95916 0.31563 0.09 -0.07 -0.17 2.340
O 3.38248 -2.03115 1.17871 0.01 0.03 0.08 -0.951
O 5.06487 -0.34171 0.59396 0.03 -0.02 0.05 -0.996
N 2.60141 0.10851 0.15487 -0.01 0.13 0.05 -0.946
N 0.48725 1.75804 0.11751 0.00 0.09 0.12 -0.443
C 2.86710 1.45055 -0.10229 -0.34 0.03 0.06 0.191
C -1.35596 -3.69945 -1.09643 0.00 0.03 -0.03 -0.599
C -0.69631 -3.32533 0.22715 -0.03 0.01 0.04 -0.259
C 3.96433 -1.68872 -1.31031 -0.04 0.04 0.07 -0.227
C 4.19652 3.45799 -0.54406 0.02 -0.08 0.00 -0.193
C 4.66648 -1.50888 -3.59748 -0.01 -0.01 0.05 -0.218
C 0.53470 -2.42784 0.01097 -0.12 0.04 -0.10 -0.671
C 4.20971 -2.80106 -3.83229 0.01 0.00 -0.06 -0.227
C -2.35210 -0.13750 1.51560 0.02 -0.06 -0.16 -0.529
C 3.63834 -3.53417 -2.80382 -0.02 0.03 0.09 -0.221
C -0.30739 -4.59345 0.98938 0.01 -0.04 -0.02 -0.595
C 3.12421 4.29368 -0.43752 -0.04 -0.05 0.02 -0.258
C 1.71916 2.32802 -0.05960 -0.10 -0.26 0.00 0.208
C 4.54782 -0.95135 -2.33393 -0.04 -0.05 -0.04 -0.224
C 4.08129 2.06619 -0.37446 0.12 0.03 -0.04 -0.313
C 1.85670 3.72124 -0.18290 -0.10 0.29 -0.03 -0.102
C 0.69021 4.51763 -0.04341 0.11 -0.03 0.00 -0.166
C 3.51379 -2.97907 -1.53513 0.07 -0.01 -0.07 -0.209
C -0.57610 2.51409 0.26582 0.18 0.29 -0.01 0.077
C -0.50978 3.92783 0.19918 -0.01 -0.34 0.01 -0.255
H -1.43683 -2.79606 0.83045 0.04 -0.01 0.05 0.225
H 3.06291 -3.52551 -0.71916 -0.01 0.01 0.00 0.258
H -1.62226 -2.80216 -1.65592 0.00 0.01 0.00 0.224
H -2.26760 -4.28807 -0.94758 0.00 -0.01 0.02 0.181
H 3.27100 -4.53685 -2.98479 0.01 0.00 -0.02 0.204
H 5.18320 3.86175 -0.74578 -0.01 0.01 0.00 0.192
H -0.66376 -4.29133 -1.70908 0.01 -0.01 0.00 0.170
H 0.11245 -4.34194 1.96521 0.01 0.02 0.00 0.208
H 4.29637 -3.23354 -4.82244 0.00 0.00 0.00 0.195
H 4.98184 1.47949 -0.40468 0.01 -0.02 0.00 0.241
H 0.45250 -5.15856 0.43501 0.01 -0.01 -0.01 0.173
H 1.28079 -2.70296 0.75813 0.03 0.06 0.02 0.200
H -1.51567 1.99877 0.41816 -0.01 0.02 0.00 0.253
H 0.78640 5.59583 -0.12151 -0.01 -0.01 -0.01 0.194
H 4.90051 0.05286 -2.14274 0.00 0.01 0.02 0.226
H -1.41838 4.49967 0.33078 0.01 0.01 0.00 0.212
H 5.11409 -0.93314 -4.39868 -0.01 -0.01 -0.01 0.197
H 0.95711 -2.68571 -0.97281 0.01 -0.03 0.03 0.160
H -1.16838 -5.25277 1.14993 -0.01 0.00 -0.02 0.179
H 3.21704 5.36858 -0.54036 0.00 0.00 0.00 0.190

No. 2
44
Properties=species:S:1:pos:R:3:forces:R:3:nbo_charge:R:1 method="wB97M-V/def2-TZVPD" smiles="CCCCn1c(/N=C/c2c[nH]c3ccccc23)nc2ccccc21" relative_energy_kcal_mol=0.0 multiplicity=1
N 2.02781 0.24700 -0.78357 -0.30 -0.42 0.10 -0.376
N 1.23793 -1.75843 -0.15707 -0.79 0.10 0.03 -0.501
N -0.30276 0.03443 -0.62623 -1.02 0.36 -0.14 -0.508
N -4.31716 1.36572 -0.85795 -0.02 0.31 -0.11 -0.517
C 1.99320 1.62675 -1.18134 -0.35 0.60 -0.05 -0.206
C -2.65294 -0.07430 -0.42975 -0.59 0.48 -0.15 -0.145
C 5.31728 -1.40387 -0.43569 0.11 0.04 -0.01 -0.220
C 3.11876 -0.55507 -0.59453 0.17 -0.77 0.14 0.170
C -1.34945 -0.63736 -0.30491 0.73 0.04 -0.04 0.166
C -6.26138 -0.06264 -0.18864 -0.08 0.01 0.00 -0.254
C 3.45975 -2.87520 0.07168 -0.07 0.12 -0.03 -0.200
C 2.45411 1.55470 2.07806 0.11 0.13 -0.06 -0.610
C 1.50342 2.56581 -0.07400 0.35 0.01 -0.04 -0.405
C -6.57571 -1.31253 0.30270 -0.11 0.15 -0.05 -0.211
C 2.46794 2.72718 1.10301 -0.21 -0.10 0.01 -0.396
C 2.59746 -1.81721 -0.20190 0.52 0.59 -0.16 0.092
C -4.91874 0.22585 -0.38841 -0.01 -0.63 0.24 0.184
C -3.90042 -0.71218 -0.10454 -0.22 0.36 -0.12 -0.099
C 0.92753 -0.52916 -0.50295 0.89 -0.72 0.17 0.510
C -5.58082 -2.25020 0.58757 0.11 -0.19 0.06 -0.227
C 4.81321 -2.64885 -0.05045 0.11 -0.15 0.04 -0.235
C -4.24644 -1.96663 0.39037 -0.11 -0.02 0.02 -0.185
C 4.48339 -0.33991 -0.71290 0.01 0.22 -0.05 -0.272
C -2.97400 1.18926 -0.88339 0.37 -0.32 0.09 0.042
H -2.30751 1.95928 -1.21875 0.10 0.15 -0.07 0.226
H -5.87008 -3.21757 0.97047 -0.01 -0.08 0.03 0.214
H 1.43628 1.33813 2.39613 -0.11 -0.06 0.07 0.202
H 1.31177 1.71409 -2.03471 0.19 0.01 0.03 0.215
H 3.48264 2.87684 0.72593 0.06 0.11 0.00 0.191
H 5.50807 -3.44982 0.15601 0.05 -0.06 0.02 0.210
H 0.54076 2.19703 0.28411 -0.04 0.10 -0.04 0.219
H -3.48596 -2.69900 0.61326 0.06 -0.11 0.04 0.216
H 2.99830 1.91158 -1.50194 -0.09 -0.05 -0.03 0.205
H 1.34232 3.54444 -0.53263 -0.07 0.00 -0.05 0.205
H -4.80228 2.20132 -1.14039 0.10 -0.09 0.03 0.417
H -1.27812 -1.65702 0.07950 0.13 0.00 -0.01 0.192
H 2.87181 0.65685 1.63245 0.02 -0.13 0.04 0.212
H 3.04460 1.79556 2.95978 0.03 -0.05 0.11 0.208
H 3.06750 -3.83429 0.36971 -0.05 -0.12 0.04 0.219
H 4.88400 0.61962 -1.00667 0.06 0.07 -0.02 0.211
H 6.38642 -1.27266 -0.51693 0.07 0.02 -0.01 0.210
H -7.60977 -1.57353 0.47103 -0.08 0.00 0.01 0.215
H -7.02879 0.66439 -0.41003 -0.10 0.05 -0.01 0.213
H 2.18609 3.63160 1.64849 0.08 0.03 -0.03 0.202

No. 3
49
Properties=species:S:1:pos:R:3:forces:R:3:nbo_charge:R:1 method="wB97M-V/def2-TZVPD" smiles="CC[C@@H](Oc1ccccc1)C(=O)Nc1ccc(S(=O)(=O)Nc2ncccn2)cc1" relative_energy_kcal_mol=10.2 multiplicity=1
S 4.78604 -1.59610 0.74375 0.23 0.38 0.35 2.321
O -1.47696 -1.35674 -2.19959 0.00 -0.04 -0.24 -0.601
O -3.60227 -0.55032 0.52357 -0.09 -0.08 0.12 -0.515
O 5.45271 -1.96659 -0.46385 -0.34 0.13 -0.18 -0.913
O 5.08050 -2.32554 1.93995 -0.19 0.18 0.20 -0.934
N 4.28369 0.75845 -0.81369 0.11 -0.06 0.01 -0.497
N -1.08588 -1.25270 0.05620 -0.18 0.02 0.48 -0.610
N 5.85915 2.07864 0.36888 0.16 -0.36 0.52 -0.484
N 5.18742 0.01327 1.14615 -0.20 -1.11 0.18 -0.844
C -3.37093 3.57157 0.90888 0.05 0.14 -0.06 -0.237
C -3.88563 -2.63628 -0.59186 -0.18 0.37 0.03 -0.400
C -5.40178 -2.66629 -0.44821 0.22 -0.02 0.04 -0.606
C 4.94810 2.86732 -1.67781 -0.02 -0.09 0.08 -0.345
C 5.76619 3.00702 -0.56596 -0.16 0.03 -0.23 0.099
C 0.85664 -1.22276 1.44235 0.03 0.01 -0.11 -0.242
C 0.29890 -1.33206 0.16602 0.44 -0.04 -0.08 0.171
C 4.20937 1.69460 -1.74167 0.14 0.27 -0.03 0.107
C 2.22474 -1.30658 1.60990 -0.07 -0.05 0.04 -0.164
C -3.35923 -1.19887 -0.70988 0.02 -0.40 -0.40 0.007
C -2.94702 1.60850 -0.41793 -0.01 -0.34 -0.09 -0.262
C -3.91571 2.77766 1.90594 0.00 -0.04 0.00 -0.187
C -3.50261 0.81639 0.57849 -0.04 0.31 0.15 0.288
C 3.02833 -1.49716 0.50288 0.57 -0.19 0.06 -0.351
C 1.12633 -1.52672 -0.94067 -0.03 -0.06 -0.12 -0.209
C 2.49454 -1.60918 -0.76502 -0.01 -0.08 0.09 -0.150
C 5.12016 0.98343 0.19624 -0.19 0.95 -0.87 0.552
C -2.88918 2.98212 -0.24501 -0.03 0.11 0.08 -0.199
C -3.98302 1.40895 1.74498 0.03 -0.22 -0.10 -0.261
C -1.86508 -1.26399 -1.05772 -0.31 0.20 0.28 0.667
H 4.88700 3.62454 -2.44063 -0.01 0.07 -0.07 0.228
H -3.88425 -0.68886 -1.52855 0.18 0.01 0.10 0.207
H -1.59037 -1.14210 0.92975 0.06 0.01 -0.24 0.417
H -3.57832 -3.18434 -1.48354 0.09 0.01 0.03 0.224
H 0.21226 -1.07317 2.29678 -0.05 0.01 0.10 0.213
H -2.55281 1.17233 -1.32278 0.02 -0.04 -0.10 0.220
H -3.42237 -3.10315 0.27964 0.10 -0.04 -0.03 0.207
H 6.37571 3.88777 -0.40857 0.00 0.09 -0.08 0.199
H -5.74574 -3.68947 -0.32270 -0.10 -0.06 0.01 0.216
H -3.32187 4.64237 1.03310 0.01 0.09 0.01 0.216
H -4.40754 0.77521 2.50806 -0.06 -0.07 0.09 0.224
H 5.86751 0.15088 1.87784 0.06 -0.24 0.11 0.436
H -2.45823 3.59128 -1.02536 0.04 0.05 -0.06 0.217
H 0.68862 -1.61069 -1.92150 0.02 -0.01 -0.01 0.252
H 3.16443 -1.75539 -1.59557 0.01 0.01 -0.17 0.248
H -5.87806 -2.24679 -1.33125 -0.10 0.03 -0.08 0.205
H -5.70653 -2.08679 0.41930 -0.10 0.02 0.06 0.215
H 2.67941 -1.23829 2.58487 -0.04 0.03 0.18 0.240
H -4.29359 3.22724 2.81185 -0.03 0.03 0.08 0.217
H 3.52723 1.48740 -2.55608 -0.03 0.08 -0.12 0.199

No. 4
54
Properties=species:S:1:pos:R:3:forces:R:3:lowdin_spin:R:1 method="wB97M-V/def2-TZVPD" e_tot_ha=-3011.1890 total_charge=+2 multiplicity=5
Os 0.26587 0.30311 -0.85021 0.42 -0.26 -0.23 2.270
S 1.81918 1.98005 -2.34246 0.03 -0.17 0.24 0.020
S -1.29022 0.40407 1.53809 0.01 0.08 -0.03 0.409
S -1.86997 2.66798 0.00881 -0.04 0.05 0.01 0.609
S 1.47856 -1.62985 -2.27695 -0.01 0.01 0.02 0.196
O -2.52853 2.41998 2.57781 0.09 0.09 0.02 0.012
O 2.02519 1.52299 -0.90714 0.03 0.00 -0.11 0.045
O 2.63539 1.40388 -3.35107 -0.04 -0.03 0.00 0.007
N 3.49237 -3.80481 0.25826 -0.05 0.10 -0.03 0.002
N 2.01584 -2.19596 0.34115 -0.02 0.10 -0.11 0.004
N 1.12674 -1.22730 0.81485 -0.03 0.03 0.05 0.024
N 0.24694 1.47396 -2.37961 -0.29 -0.02 -0.28 0.158
N -1.44375 -0.43911 -1.79822 -0.02 0.11 -0.06 0.003
N 3.11400 -3.39796 -0.99289 0.00 -0.02 0.08 0.010
C -2.52601 -0.29762 -3.97152 -0.08 -0.03 -0.09 0.000
C -1.64446 1.24108 -5.61082 0.08 0.03 0.09 -0.007
C -1.95949 1.95338 1.52517 -0.18 -0.02 0.05 0.038
C -0.66389 1.67780 -4.68864 -0.06 0.02 -0.21 0.038
C -2.30681 -1.37461 -1.44175 -0.05 -0.03 0.01 0.021
C 2.82139 -3.06161 1.07209 0.04 -0.10 0.03 0.001
C 2.15077 6.42639 -2.54374 0.00 0.03 0.01 0.000
C -0.62067 1.12608 -3.44241 0.20 0.05 0.37 -0.006
C 2.88052 -3.09241 2.55139 0.03 -0.03 -0.01 0.001
C -3.16845 3.73259 2.53306 0.04 -0.14 0.01 0.018
C 1.92064 3.70125 -2.40788 0.04 0.19 -0.03 0.002
C 1.37487 5.85228 -1.53994 0.00 0.01 -0.01 0.000
C 2.21541 -2.41926 -0.98670 -0.01 -0.01 -0.02 0.033
C 2.70370 4.25822 -3.41712 -0.10 0.08 0.07 0.000
C -3.42699 -1.29872 -3.54666 -0.02 0.01 -0.05 0.030
C -2.55714 0.28707 -5.26460 0.00 -0.02 0.05 0.033
C 2.81187 5.63926 -3.47453 0.00 -0.05 -0.01 0.000
C -3.32232 -1.82911 -2.28866 0.05 0.01 0.06 -0.001
C -1.54515 0.11955 -3.06306 -0.03 -0.06 0.09 0.009
C 1.25525 4.47919 -1.46119 0.03 -0.03 0.00 0.001
H -3.33327 3.99295 3.57172 -0.03 0.01 -0.02 0.001
H 0.40187 -1.69131 1.35828 -0.01 0.00 0.01 0.001
H 1.63144 -0.59902 1.43853 -0.01 -0.02 0.04 0.001
H -2.19103 -1.77854 -0.44476 -0.01 0.00 0.00 0.000
H 0.04553 2.44403 -4.97399 0.00 0.00 0.00 0.002
H 2.24495 7.50282 -2.59428 -0.01 0.00 0.00 0.000
H -1.66669 1.67891 -6.59856 0.01 0.01 0.00 -0.001
H -3.30926 -0.04009 -5.96979 -0.01 0.00 0.00 0.001
H -3.99882 -2.59512 -1.93956 0.00 0.00 0.00 -0.001
H 3.26584 -2.15190 2.94854 -0.01 0.01 0.01 0.000
H -4.19740 -1.64220 -4.22586 0.00 0.00 -0.01 0.001
H 3.21381 3.62618 -4.12854 0.02 -0.03 0.00 0.000
H 3.41723 6.09748 -4.24375 0.00 0.00 0.00 0.000
H 0.67426 4.01641 -0.67441 0.00 -0.02 -0.01 0.000
H -4.10875 3.63383 1.99701 0.00 0.05 -0.02 0.001
H 3.51863 -3.83434 -1.80731 0.00 0.00 0.00 0.002
H 1.89925 -3.28589 2.98685 -0.01 0.01 0.00 0.000
H 0.87360 6.48186 -0.81829 0.00 0.00 0.01 0.000
H 3.55288 -3.89240 2.85024 0.00 0.01 0.00 0.000
H -2.50107 4.44618 2.05405 -0.02 0.02 0.00 0.010

No. 5
41
Properties=species:S:1:pos:R:3:forces:R:3:nbo_charge:R:1 method="wB97M-V/def2-TZVPD" relative_energy_kcal_mol=18.2 multiplicity=1
O 2.03654 1.35189 1.50933 0.29 -0.75 0.10 -0.623
C 0.38718 -0.43922 5.89854 -0.70 -0.55 0.43 -0.044
C 3.40698 -0.61327 1.45905 0.19 -0.03 -0.23 -0.700
C -2.52767 -1.22654 1.91860 -0.18 0.32 0.01 -0.218
C 1.39110 0.38556 5.28789 0.26 -0.38 -0.86 0.164
C 2.49517 2.32603 4.71220 -0.99 -0.68 0.10 -0.021
C 1.26997 1.77210 5.03571 0.93 1.00 -0.35 -0.277
C -2.07880 1.12544 1.51985 -0.02 -0.38 0.09 -0.211
C -0.26910 -2.53230 6.98571 -0.07 0.23 -0.07 -0.219
C -1.75858 -0.61707 7.05260 0.13 -0.24 -0.05 -0.216
C -0.86362 0.11591 6.28175 0.37 -0.27 -0.08 -0.164
C 2.83002 -0.01836 5.15327 0.96 0.18 -0.06 -0.470
C 1.11284 -0.58501 2.50554 0.38 0.00 0.74 -0.379
C 0.64480 -1.79938 6.23369 -0.08 0.45 -0.12 -0.180
C 2.14122 0.14736 1.81303 -0.10 0.83 0.49 0.474
C -0.75285 0.93865 1.89735 -0.07 -0.25 -0.05 -0.252
C -2.96874 0.04203 1.50432 0.16 -0.03 0.06 -0.240
C 3.59288 1.30855 4.77950 -0.41 -0.84 0.06 -0.461
C -1.21390 -1.41774 2.32662 0.36 0.40 0.02 -0.243
C -1.45866 -1.93367 7.42903 0.26 0.17 -0.27 -0.181
C -0.27200 -0.34896 2.26823 -1.19 0.30 -0.09 0.032
H 4.33834 1.54119 5.55614 -0.20 0.12 -0.26 0.231
H 3.16381 -1.49852 0.85293 0.08 0.17 0.28 0.226
H 2.95336 -0.78366 4.37441 0.07 0.22 0.43 0.246
H -0.85959 -2.40150 2.65126 -0.18 0.28 -0.18 0.205
H -2.14857 -2.49479 8.05854 0.14 0.13 -0.21 0.219
H -0.03982 1.75938 1.87409 -0.27 -0.20 -0.01 0.250
H 4.07100 0.02988 0.87325 -0.13 -0.05 0.17 0.231
H -2.69762 -0.16167 7.36380 0.22 -0.12 -0.06 0.222
H 3.94109 -0.94456 2.35992 -0.12 -0.06 -0.13 0.208
H 4.13507 1.19937 3.83007 -0.18 0.20 0.15 0.245
H 2.67497 3.35908 4.42508 -0.16 -0.18 0.16 0.224
H 1.38552 -1.54237 2.95485 -0.06 -0.01 -0.41 0.191
H 3.24655 -0.43633 6.08513 -0.32 0.10 -0.16 0.223
H -1.10452 1.13796 5.98742 0.01 -0.34 0.17 0.215
H -3.99846 0.18804 1.16905 0.32 -0.10 0.14 0.208
H 1.57874 -2.26186 5.89615 -0.37 0.17 0.19 0.216
H -2.41517 2.12131 1.21995 0.07 -0.33 0.09 0.209
H -3.22849 -2.06623 1.91108 0.26 0.27 0.05 0.209
H -0.05179 -3.57376 7.23128 -0.08 0.34 -0.03 0.221
H 0.32840 2.31712 5.11300 0.43 -0.09 -0.23 0.232

Largest force on an atom list, top to bottom, in eV/A: 0.667; 1.155; 1.304; 0.546; 1.408